(1)
{
  "formula": "C6H10O",
  "method": "wB97M-V/def2-TZVPD",
  "homo_energy_ev": -8.28,
  "total_energy_ha": -309.78750,
  "lumo_energy_ev": 1.11,
  "orbital_gap_ev": 9.390,
  "smiles": "CC1=CCC=CO1.[H][H]",
  "symbols": ["C", "C", "C", "C", "C", "C", "O", "H", "H", "H", "H", "H", "H", "H", "H", "H", "H"],
  "coordinates": [[2.053, -0.879, -0.205], [0.663, -0.452, 0.140], [0.292, 0.219, 1.229], [-1.147, 0.540, 1.536], [-1.966, 0.353, 0.287], [-1.491, -0.322, -0.754], [-0.231, -0.857, -0.830], [2.288, -0.622, -1.242], [2.153, -1.965, -0.101], [2.781, -0.397, 0.453], [1.062, 0.530, 1.929], [-1.523, -0.115, 2.335], [-1.252, 1.558, 1.930], [-2.967, 0.768, 0.227], [-2.042, -0.504, -1.669], [0.888, 1.333, -2.775], [0.439, 0.813, -2.492]]
}



(2)
{
  "formula": "C6H10O",
  "method": "wB97M-V/def2-TZVPD",
  "homo_energy_ev": -7.69,
  "total_energy_ha": -309.62045,
  "lumo_energy_ev": 0.45,
  "orbital_gap_ev": 8.139,
  "symbols": ["C", "C", "C", "C", "C", "O", "C", "H", "H", "H", "H", "H", "H", "H", "H", "H", "H"],
  "coordinates": [[1.708, -0.680, -0.071], [0.477, -0.022, -0.089], [-0.699, 0.347, -1.341], [-1.647, 0.408, -0.173], [-0.770, -0.777, 0.164], [-1.190, 1.477, 0.625], [0.229, 1.248, 0.726], [1.830, -1.601, -0.635], [0.940, -1.479, 1.370], [2.620, -0.133, 0.152], [-0.312, 1.300, -1.700], [-0.882, -0.370, -2.137], [-2.728, 0.363, -0.251], [-0.946, -1.739, -0.314], [0.103, -1.534, 1.552], [0.773, 2.120, 0.347], [0.494, 1.072, 1.775]]
}



(3)
{
  "formula": "C6H10O",
  "method": "wB97M-V/def2-TZVPD",
  "homo_energy_ev": -9.90,
  "total_energy_ha": -309.78859,
  "lumo_energy_ev": 0.95,
  "orbital_gap_ev": 10.849,
  "smiles": "O=CCCC1CC1",
  "symbols": ["O", "C", "C", "C", "C", "C", "C", "H", "H", "H", "H", "H", "H", "H", "H", "H", "H"],
  "coordinates": [[0.253, 3.145, -0.342], [-0.785, 2.680, 0.090], [-0.976, 1.227, -0.184], [-0.256, 0.219, 0.720], [-0.149, -1.127, 0.026], [0.973, -1.389, -0.939], [0.956, -2.070, 0.403], [-1.537, 3.347, 0.538], [-2.032, 0.923, -0.335], [-0.235, 1.385, -1.016], [-0.743, 0.088, 1.694], [0.752, 0.609, 0.901], [-1.105, -1.586, -0.225], [0.773, -1.989, -1.823], [1.700, -0.596, -1.097], [0.740, -3.134, 0.439], [1.671, -1.734, 1.150]]
}



(4)
{
  "formula": "C6H10O",
  "method": "wB97M-V/def2-TZVPD",
  "homo_energy_ev": -8.80,
  "total_energy_ha": -309.79416,
  "lumo_energy_ev": 0.81,
  "orbital_gap_ev": 9.606,
  "smiles": "C=C/C=C\\CCO",
  "symbols": ["C", "C", "C", "C", "C", "C", "O", "H", "H", "H", "H", "H", "H", "H", "H", "H", "H"],
  "coordinates": [[0.509, -1.462, -1.588], [1.431, -0.553, -1.276], [1.245, 0.791, -0.713], [0.200, 1.341, -0.085], [-1.124, 0.724, 0.284], [-1.040, -0.436, 1.289], [-0.058, -0.262, 2.287], [0.839, -2.428, -1.977], [-0.527, -1.298, -1.387], [2.472, -0.809, -1.483], [2.112, 1.435, -0.832], [0.319, 2.383, 0.213], [-1.652, 0.376, -0.616], [-1.757, 1.511, 0.712], [-2.038, -0.572, 1.735], [-0.772, -1.367, 0.785], [-0.158, 0.625, 2.652]]
}



(5)
{
  "formula": "C6H10O",
  "method": "wB97M-V/def2-TZVPD",
  "homo_energy_ev": -9.92,
  "total_energy_ha": -309.78625,
  "lumo_energy_ev": 0.81,
  "orbital_gap_ev": 10.738,
  "symbols": ["C", "C", "C", "C", "O", "C", "C", "H", "H", "H", "H", "H", "H", "H", "H", "H", "H"],
  "coordinates": [[0.886, 0.259, -1.871], [0.280, 0.101, -0.504], [-1.155, -0.400, -0.220], [-0.489, -0.199, 1.157], [-1.012, -0.497, 2.399], [0.077, 1.144, 0.632], [0.767, -0.874, 0.601], [0.199, 0.770, -2.554], [1.824, 0.823, -1.831], [1.102, -0.731, -2.292], [-1.379, -1.431, -0.516], [-1.971, 0.284, -0.489], [-1.865, -0.071, 2.478], [0.981, 1.507, 1.134], [-0.640, 1.951, 0.446], [1.714, -0.633, 1.098], [0.691, -1.940, 0.369]]
}



(6)
{
  "formula": "C6H10O",
  "method": "wB97M-V/def2-TZVPD",
  "homo_energy_ev": [-13.91, -15.34],
  "charge": 1,
  "total_energy_ha": -309.48634,
  "lumo_energy_ev": [-4.82, -7.38],
  "orbital_gap_ev": [9.088, 7.958],
  "multiplicity": 2,
  "symbols": ["C", "C", "C", "C", "C", "O", "C", "H", "H", "H", "H", "H", "H", "H", "H", "H", "H"],
  "coordinates": [[0.827, -0.037, -2.296], [0.188, 0.350, -0.980], [0.678, -0.024, 0.212], [-0.140, -0.300, 1.356], [0.572, -0.151, 2.596], [-0.098, -0.344, 3.784], [-1.235, 0.446, -1.175], [1.867, -0.263, -2.213], [0.761, 0.682, -3.065], [0.227, -0.916, -2.574], [1.721, -0.300, 0.284], [-1.285, -0.610, 1.350], [1.710, -0.041, 2.781], [-0.930, 0.155, 3.704], [-1.699, 0.889, -0.336], [-1.408, 1.022, -2.101], [-1.755, -0.558, -1.327]]
}



(7)
{
  "formula": "C6H10O",
  "method": "wB97M-V/def2-TZVPD",
  "homo_energy_ev": [-13.57, -13.56],
  "charge": 1,
  "total_energy_ha": -309.42979,
  "lumo_energy_ev": [-6.09, -9.66],
  "orbital_gap_ev": [7.478, 3.899],
  "multiplicity": 2,
  "symbols": ["O", "C", "C", "C", "C", "C", "C", "H", "H", "H", "H", "H", "H", "H", "H", "H", "H"],
  "coordinates": [[-0.915, 1.930, -2.632], [-1.009, 1.888, -1.423], [-0.829, 0.720, -0.585], [-0.293, 0.757, 0.859], [0.903, -0.196, 1.067], [0.936, -2.280, -0.303], [0.536, -1.585, 0.757], [-1.124, 2.868, -0.933], [-1.771, 0.087, -0.755], [-0.161, -0.011, -1.104], [-1.160, 0.716, 1.516], [0.018, 1.814, 1.015], [1.794, 0.177, 0.483], [1.120, 0.141, 2.097], [1.585, -1.851, -1.040], [0.493, -3.217, -0.565], [-0.124, -1.958, 1.547]]
}



(8)
{
  "formula": "C6H10O2",
  "method": "wB97M-V/def2-TZVPD",
  "homo_energy_ev": -8.26,
  "total_energy_ha": -385.02928,
  "lumo_energy_ev": 0.86,
  "orbital_gap_ev": 9.115,
  "smiles": "C1=COC=CC1.CO",
  "symbols": ["C", "C", "O", "C", "C", "C", "H", "H", "H", "H", "H", "H", "C", "O", "H", "H", "H", "H"],
  "coordinates": [[-0.552, 1.207, 0.656], [-1.372, 1.490, -0.368], [-2.245, 0.589, -0.958], [-2.039, -0.714, -0.606], [-1.243, -1.138, 0.381], [-0.580, -0.166, 1.344], [0.128, 1.988, 0.990], [-1.446, 2.479, -0.844], [-2.617, -1.391, -1.236], [-1.130, -2.214, 0.498], [0.417, -0.522, 1.662], [-1.153, -0.096, 2.269], [2.180, -0.449, -0.915], [2.332, 0.690, -0.063], [1.344, -0.239, -1.583], [1.941, -1.347, -0.329], [3.074, -0.647, -1.522], [2.962, 0.479, 0.622]]
}



What did we get for energy relative to the best compared isomer or geometry (same formula, charge and spin)? Answer: 34.4; 139.3; 33.7; 30.3; 35.2; 36.9; 72.4; 45.9 kcal/mol, in the order shown.
What did we get for M? Answer: 98.14; 98.14; 98.14; 98.14; 98.14; 98.14; 98.14; 114.14 g/mol, in the order shown.